1.
{"formula": "C4H7NO2", "method": "ωB97M-V/def2-TZVPD", "symbols": ["O", "O", "N", "C", "C", "C", "C", "H", "H", "H", "H", "H", "H", "H"], "positions_angstrom": [[-1.24, 0.97, -0.79], [-0.02, 0.05, 0.70], [-1.49, 1.89, 1.62], [1.21, 0.27, 1.44], [-0.53, -1.25, -1.47], [-1.07, 1.19, 0.78], [-0.22, 0.12, -0.97], [0.72, 0.56, -1.31], [1.86, -0.58, 1.22], [0.95, 0.31, 2.49], [0.33, -1.92, -1.36], [-1.39, -1.66, -0.94], [-0.78, -1.17, -2.53], [1.66, 1.21, 1.12]], "orbital_gap_ev": 9.72, "relative_energy_kj_mol": 459.23, "e_lumo_ev": 0.6, "max_force_ha_per_bohr": 0.026, "energy_ha": -361.7059}



2.
{"formula": "C3H4N4O", "method": "ωB97M-V/def2-TZVPD", "symbols": ["O", "N", "N", "N", "N", "C", "C", "C", "H", "H", "H", "H"], "positions_angstrom": [[-2.24, -0.20, 0.55], [-0.69, -1.53, -0.50], [-1.84, -1.65, 0.01], [1.31, -1.06, 0.02], [2.37, -0.04, 0.10], [0.15, -0.54, -0.47], [-1.66, 0.82, -0.11], [-0.38, 0.82, -0.47], [2.97, -0.72, 0.74], [2.19, 0.63, 1.09], [-2.26, 1.64, -0.19], [0.07, 1.85, -0.77]], "orbital_gap_ev": 8.14, "smiles": "N/N=c1\\cconn1", "relative_energy_kj_mol": 669.22, "e_lumo_ev": -0.9, "max_force_ha_per_bohr": 0.197, "energy_ha": -410.7484}



3.
{"formula": "C7H14", "method": "ωB97M-V/def2-TZVPD", "symbols": ["C", "C", "C", "C", "C", "C", "C", "H", "H", "H", "H", "H", "H", "H", "H", "H", "H", "H", "H", "H", "H"], "positions_angstrom": [[-1.85, -0.33, -0.01], [2.04, -1.12, -0.54], [-0.21, 1.04, 2.02], [0.56, -1.09, -0.87], [-0.02, -0.02, -1.75], [-0.05, 1.17, 0.50], [-0.40, -0.06, -0.30], [2.59, -1.75, -1.25], [-1.26, 1.22, 2.26], [2.20, -1.54, 0.46], [-0.95, 1.84, 0.15], [-2.26, 0.77, -0.13], [2.49, -0.13, -0.57], [-2.05, -0.62, 1.03], [0.04, 0.05, 2.43], [-2.21, -1.16, -0.65], [-0.79, -0.29, -2.48], [0.63, 0.80, -2.06], [0.96, 1.52, 0.23], [0.14, -2.08, -1.02], [0.39, 1.78, 2.55]], "orbital_gap_ev": 10.67, "smiles": "CC[C@@]1(C)C[C@H]1C", "relative_energy_kj_mol": 151.78, "e_lumo_ev": 1.1, "max_force_ha_per_bohr": 0.052, "energy_ha": -275.0584}